[1]
Density functional theory data (wB97M-V/def2-TZVPD) for a structure of composition C26H40As2BBr2KN6.

```
78
C26H40As2BBr2KN6 (wB97M-V/def2-TZVPD)
K 0.75801 -0.46581 0.17141
C 2.99881 -3.45422 2.17724
C 1.97904 -2.64249 2.91619
C 1.74925 -2.58377 4.30309
C 0.69147 -1.71152 4.45101
C 0.02181 -1.27415 5.71606
N 0.33127 -1.28794 3.21385
N 1.13614 -1.85912 2.26512
B -0.94391 -0.43710 2.89590
N -0.62048 1.05943 2.57385
N 0.13572 1.46803 1.51057
C 0.24695 2.78406 1.61372
C 1.04976 3.56083 0.61766
C -0.44773 3.25530 2.73873
C -0.98601 2.12776 3.32389
C -1.82925 2.05438 4.56079
N -1.83228 -1.13603 1.81809
N -1.37432 -1.59655 0.61334
C -2.36203 -2.29380 0.08275
C -2.17342 -3.00220 -1.22256
C -3.48400 -2.30526 0.93079
C -3.11224 -1.54755 2.02028
C -3.93096 -1.21362 3.22898
H 3.22254 -4.37477 2.71938
H 2.62022 -3.72843 1.18937
H 3.93812 -2.90669 2.05256
H 2.27259 -3.10873 5.09037
H 0.52864 -1.73687 6.56174
H 0.06929 -0.19191 5.84664
H -1.03041 -1.56161 5.74774
H -1.59250 -0.40958 3.90321
H 1.52679 2.88586 -0.09138
H 0.42562 4.25963 0.05635
H 1.83151 4.14119 1.11153
H -0.54622 4.27374 3.08467
H -2.01060 3.06617 4.92198
H -2.79445 1.58206 4.37461
H -1.34424 1.49170 5.35908
H -1.36372 -2.55002 -1.79627
H -1.91276 -4.05067 -1.05678
H -3.08444 -2.97880 -1.82518
H -4.43694 -2.78838 0.77142
H -4.93833 -1.60660 3.09258
H -3.51512 -1.64887 4.13946
H -4.00661 -0.13645 3.38637
Br 2.31758 -2.44450 -1.91471
C 3.99932 -2.12398 -1.02519
Br 3.98631 -0.58728 0.13333
H 4.74691 -1.96120 -1.78596
H 4.21301 -2.98699 -0.41222
C 2.37043 3.20387 -2.92072
As 2.06115 1.28411 -2.64287
C 3.78137 0.69354 -3.38051
C 0.93177 0.96431 -4.22365
C 1.44147 1.12054 -5.51236
C 0.65346 0.86953 -6.62763
C -0.66213 0.46139 -6.45933
C -1.18608 0.32080 -5.18178
C -0.40582 0.57115 -4.05436
As -1.11373 0.33877 -2.23464
C -2.98858 -0.02068 -2.65925
C -1.37190 2.24472 -1.81755
H 2.65476 3.38954 -3.95520
H 3.17388 3.52632 -2.25997
H 1.47467 3.77500 -2.68605
H 4.11282 1.35611 -4.17774
H 3.67809 -0.31670 -3.77222
H 4.52460 0.70091 -2.58638
H 2.46762 1.43569 -5.65759
H 1.06688 0.98946 -7.62126
H -1.28355 0.25274 -7.32144
H -2.21653 0.01070 -5.07073
H -3.40317 0.76058 -3.29231
H -3.53025 -0.05358 -1.71496
H -3.09846 -0.98758 -3.14615
H -1.93130 2.73126 -2.61379
H -0.41172 2.74036 -1.69036
H -1.91348 2.32045 -0.87465
```

Its HOMO energy is -8.12 eV. The frontier orbital gap is 0.30420 Eh. The energy above the lowest of the compared OMol25 structures with the same formula, charge and spin comes out at 19.96 kcal per mole.

[2]
Density functional theory data (wB97M-V/def2-TZVPD) for a structure of composition C26H40BrOPdSb2.

```
71
C26H40BrOPdSb2 (wB97M-V/def2-TZVPD)
Pd -1.11492 -2.06470 -0.22977
C -0.17097 4.06726 4.26896
C -1.58217 3.63216 3.84404
C -2.41331 4.87325 3.48019
C -2.23741 2.95734 5.05142
C -1.51151 2.69952 2.63702
C -2.13599 1.46193 2.59637
C -2.04439 0.68878 1.46073
Br -2.98079 -1.00311 1.45782
C -1.32586 1.02530 0.27587
O -1.23496 0.22871 -0.71899
C -0.73325 2.34214 0.32029
C -0.84414 3.09676 1.47741
C -0.00034 3.02217 -0.85967
C 0.23885 2.17131 -2.11423
C -0.84257 4.23560 -1.29194
C 1.38356 3.50055 -0.39110
H -0.22035 4.74059 5.13002
H 0.35151 4.58517 3.46469
H 0.42086 3.19176 4.54317
H -2.46672 5.57142 4.32212
H -3.42806 4.57581 3.20903
H -1.97930 5.39569 2.62613
H -2.21396 3.63666 5.90695
H -1.70545 2.04361 5.32447
H -3.28001 2.70305 4.85082
H -2.69787 1.08619 3.44125
H -0.38489 4.07997 1.47836
H -0.69600 1.83750 -2.55578
H 0.82582 1.28485 -1.88479
H 0.78427 2.77528 -2.84878
H -1.83554 3.89734 -1.59470
H -0.37913 4.74971 -2.13982
H -0.96570 4.95025 -0.47580
H 1.97084 2.64642 -0.04760
H 1.32057 4.21876 0.42813
H 1.91932 3.97346 -1.21909
C -1.46973 -3.86562 -4.59477
Sb -1.55766 -2.99327 -2.59802
C -2.50433 -1.20746 -3.35158
C 0.48078 -2.06571 -2.75110
C 1.59966 -3.03892 -2.62730
C 1.88716 -3.84749 -3.73437
C 2.89348 -4.79528 -3.71997
C 3.65707 -4.95772 -2.57302
C 3.40315 -4.15602 -1.47439
C 2.39133 -3.18912 -1.46921
C 2.20865 -2.37587 -0.23462
Sb 0.65830 -3.16632 1.12718
C 1.53149 -2.10197 2.79896
C 1.74121 -5.00492 1.48950
H -1.01467 -3.16557 -5.29702
H -2.49347 -4.06874 -4.91464
H -0.91283 -4.80251 -4.59416
H -1.87308 -0.77254 -4.12830
H -2.59131 -0.50785 -2.52191
H -3.48824 -1.43931 -3.76257
H 0.48739 -1.28217 -1.99427
H 0.46412 -1.59653 -3.73769
H 1.29728 -3.70657 -4.63267
H 3.08734 -5.39743 -4.59994
H 4.44988 -5.69551 -2.54110
H 4.01238 -4.26814 -0.58358
H 1.89669 -1.35228 -0.43875
H 3.12985 -2.36130 0.35199
H 2.57183 -2.41500 2.90295
H 0.99196 -2.30892 3.72270
H 1.48370 -1.03297 2.59285
H 2.73297 -4.75225 1.86893
H 1.84064 -5.57709 0.56741
H 1.21697 -5.61011 2.22929
```

Its HOMO energy is -3.77 eV. The net charge is -1. The frontier orbital gap is 0.23733 Eh. The energy above the lowest of the compared OMol25 structures with the same formula, charge and spin comes out at 17.45 kcal per mole.

[3]
Density functional theory data (wB97M-V/def2-TZVPD) for a structure of composition C26H40Cl3MgN4O3Si.

```
78
C26H40Cl3MgN4O3Si (wB97M-V/def2-TZVPD)
C -2.62794 -3.50375 -4.29958
C -2.68234 -2.71261 -3.03099
H -3.55562 -3.45527 -4.89940
H -2.46695 -4.55726 -4.02981
H -1.78801 -3.16353 -4.91364
C -3.74944 -2.74882 -2.20423
C -5.15227 -2.75505 -2.68694
H -3.60067 -2.91724 -1.13692
H -5.45991 -3.80012 -2.87711
H -5.20564 -2.19574 -3.63664
H -5.87057 -2.29753 -1.98344
Mg 2.50072 1.67121 -0.72232
Cl 4.55249 2.27348 -1.70888
Cl 0.25892 -4.39575 0.75232
H 5.41236 1.07608 3.87747
H 6.92531 1.81175 2.62325
C 4.76123 0.54690 3.17818
C 6.72316 1.15508 1.77201
N 5.37653 0.60976 1.86490
H 3.75699 0.97951 3.17612
C 4.66883 0.37707 0.76122
O 3.41359 0.46022 0.65089
H 6.85682 1.69851 0.83468
H 5.28429 0.16641 -0.11441
H 4.69277 -0.50194 3.48715
H 7.46138 0.35129 1.80011
H -1.96726 -3.22706 0.60183
H -4.83992 -2.17556 1.04381
C -2.38464 -3.21811 1.62308
C -4.38185 -1.81733 1.97724
N -2.93616 -1.91625 1.92136
H -1.58056 -3.45174 2.33000
C -2.08640 -0.85871 2.15398
O -0.86529 -0.91177 2.02786
H -4.65471 -0.77375 2.12978
H -2.64653 0.04984 2.45727
H -3.17491 -3.97837 1.67053
H -4.77297 -2.42852 2.79850
O -0.84007 -2.73002 -1.51971
C -1.47556 -1.96217 -2.56094
C -2.50702 -0.41193 -0.79944
C -1.99879 -0.49765 -2.08749
H -2.39442 -1.30939 -0.20148
C -3.15641 0.72961 -0.31127
H -0.75197 -1.76889 -3.36489
C -2.20977 0.62459 -2.92566
H -3.53217 0.73095 0.70376
C -3.28227 1.85427 -1.11332
C -2.83860 1.78484 -2.43148
H -1.86181 0.62527 -3.96670
H -3.72815 2.75868 -0.70896
H -2.96720 2.66196 -3.06932
Si 0.29437 -3.92937 -1.31946
Cl 0.66951 1.81602 -1.76421
C 1.77809 -5.34569 -1.43881
C 1.66999 -2.65029 -1.64094
C -0.81448 -5.34224 -2.05993
H 2.67564 -5.08152 -0.85613
H 2.12097 -5.52349 -2.46414
H 1.49666 -6.33954 -1.05517
H -1.83034 -5.20895 -1.64039
H -0.54615 -6.40099 -1.88602
H -0.86832 -5.18426 -3.15087
H 1.27147 -1.66609 -1.90136
H 2.32908 -2.92184 -2.46687
H 2.28437 -2.42790 -0.76588
N -0.90009 2.64019 4.80994
C -0.56244 2.88244 3.71550
C -0.12404 3.28117 2.41894
C -0.75632 4.32924 1.74793
C -0.23106 4.79605 0.54078
C 0.92573 4.17632 0.07362
N 1.47143 3.11242 0.68281
C 1.00629 2.68762 1.84720
H -1.61621 4.82359 2.19475
H -0.66321 5.62491 -0.03314
H 1.36486 4.48648 -0.86917
H 1.55695 1.89121 2.34112
```

Its HOMO energy is -3.59 eV. The net charge is -1. The frontier orbital gap is 0.18916 Eh. The energy above the lowest of the compared OMol25 structures with the same formula, charge and spin comes out at 107.96 kcal per mole.